The following is a DFT calculation (wB97M-V/def2-TZVPD) of C6H16F18O26S6Zn3 as an isolated structure at a distorted geometry.

```
! RIJCOSX wB97M-V def2-TZVPD def2/J DEFGRID3
* xyz 0 1
O 0.4649 -4.7195 0.3072
O 1.5058 -2.5820 1.0844
O 3.3387 -2.2889 -0.9735
Zn 2.9537 -1.2393 0.6389
O 2.6747 -0.1084 2.1955
C 0.3602 -4.2098 3.1060
H 2.0641 5.1981 -0.3020
S 0.3426 -3.5175 1.1831
O -2.5930 -1.6154 -0.7833
O 2.5640 5.5069 -1.0576
S -3.6801 0.3633 -3.3645
H 2.7238 4.2885 2.2859
S 2.2962 0.2636 3.5248
F -3.4998 1.6897 -1.0704
C 0.6173 2.2842 0.4814
O 1.5197 1.6228 -3.7829
F 0.3398 2.1951 1.8174
O 2.0666 -2.9828 -2.9271
O -3.6392 0.0789 1.3263
F -7.0022 -0.6857 1.9104
H 4.4330 1.0675 0.2939
F -7.2087 1.1230 0.6794
O -0.1952 0.8793 -1.6967
C -6.3726 0.0977 1.0347
F -6.0737 -0.6478 -0.0470
F 2.8513 -2.2508 4.0805
O 2.7373 -4.6523 -1.4699
O -1.0160 -0.0070 0.4359
F -5.4729 1.8459 -2.1354
H -3.2175 -1.2350 -1.4010
H -1.9784 5.5059 -2.7100
O 4.2163 0.2292 -0.1141
C 4.7173 -3.5178 -3.0221
O -4.4880 0.6163 -4.5554
Zn -2.2951 -1.4177 1.2301
C -4.1041 1.8877 -2.2549
H -0.6360 -0.6315 3.3026
F -3.7904 3.0096 -2.9405
F -0.4193 -5.3136 3.3590
O -4.8214 0.0651 3.3182
O -4.7687 2.1765 2.1048
O 1.3469 -0.2595 -0.1549
O 2.9352 1.5420 3.9176
F 0.1288 -3.1785 3.9440
H 1.8996 5.7387 -1.7065
F 2.4730 -0.9131 5.7798
O -2.2412 0.4182 -3.4701
S 0.1295 0.5388 -0.3069
H -0.2737 -1.9550 -2.8067
F 5.7427 -3.9776 -2.2674
H -2.0642 -2.2118 -1.3134
S 3.0579 -3.3510 -2.0081
O -1.4585 -1.0681 3.0809
H 2.0987 5.6655 2.2161
Zn -0.2680 0.7909 -3.6934
F 5.1212 -2.3369 -3.5041
F 4.4304 -4.3391 -4.0181
O 0.1399 -1.2038 -3.2319
O -1.3876 4.7802 -2.5086
H -1.7900 -1.3945 3.9174
F 0.0048 3.3356 -0.0318
F 1.8792 2.4647 0.3003
F 4.4026 -0.7928 4.7597
O -0.9069 -2.7496 1.0607
H 0.9822 -1.5370 -3.5414
H -1.7970 4.3366 -1.7657
H 2.0357 1.7445 -4.5799
O 2.8976 5.1850 1.9992
C 3.0560 -1.0290 4.6485
O -4.2064 -0.8432 -2.7309
F 1.5831 -4.5926 3.3754
S -4.7733 0.6687 1.9989
H 2.1702 1.5553 -3.0839
H 4.2928 0.3928 -1.0541
O 0.8437 0.2036 3.6875
*
```

LUMO level: -3.148 eV
Gap between HOMO and LUMO: 0.236 Eh
Highest occupied orbital energy: -9.57 eV

These are the Mulliken partial charges, in e, on atoms 1 to 6: -0.616 -0.448 -0.404 1.325 -0.652 0.437

---

The following is a DFT calculation (wB97M-V/def2-TZVPD) of one molecule with the formula C6H16N at a distorted geometry.

```
! RIJCOSX wB97M-V def2-TZVPD def2/J DEFGRID3
* xyz 0 2
H -1.5776 -0.1906 1.8520
C -0.9046 -0.7828 -0.1008
H -0.1407 1.5938 -1.4641
H 2.3855 2.1278 0.8223
H -2.6122 0.2494 0.5822
H 1.0045 -1.4921 -0.6723
H -1.1681 -0.4369 -1.1012
H 0.6251 2.2918 0.7943
N -1.5928 0.1475 0.8526
H 2.3997 0.1886 -0.4041
C 1.3798 0.5678 -0.3018
C 0.6056 -0.7359 0.0342
H 1.4958 2.0082 -1.9279
C -1.4406 -2.1899 0.0947
C 0.8680 1.1911 -1.5822
C 1.4464 1.5820 0.8411
H -1.1715 1.0959 0.8700
H -1.2099 -2.5393 1.0979
H -0.9517 -2.8511 -0.6220
H 1.3357 1.1317 1.8329
H 0.8882 -1.1717 1.0034
H -2.5090 -2.2420 -0.1013
H 0.8446 0.4568 -2.3997
*
```

LUMO level (alpha / beta): 0.992 / 0.696 eV
Expectation value of S²: 0.75
Gap between HOMO and LUMO (alpha / beta): 0.164 / 0.448 Eh
Highest occupied orbital energy (alpha / beta): -3.47 / -11.50 eV

These are the natural (NBO) partial charges, in e, on atoms 1 to 6: 0.317 -0.119 0.201 0.217 0.276 0.213

---

The following is a DFT calculation (wB97M-V/def2-TZVPD) of a 2-piece molecular cluster, C6H16N overall at a distorted geometry.

```
! RIJCOSX wB97M-V def2-TZVPD def2/J DEFGRID3
* xyz 1 1
H 0.1052 -2.4531 -2.8878
H -1.0761 1.5012 -0.2426
H 0.6224 1.2573 1.8053
H -1.0871 0.5432 2.2305
H 2.1328 0.9840 2.0647
C 2.7261 -0.0464 -0.3300
H -1.6857 -1.1487 -1.5343
C 1.3648 0.5969 0.0314
H -2.7214 1.1510 1.6154
C -2.1878 -0.3425 -1.0424
H 3.5104 0.6395 -0.3240
H 3.0377 -0.7039 0.4848
C -1.2037 0.4022 0.0117
C 0.1029 -0.2232 0.1625
H -2.4452 -0.5727 1.6897
H 2.6850 -0.5297 -1.2988
H -2.6460 0.3334 -1.7870
C -1.8736 0.3657 1.4359
H 0.1765 -1.1124 0.8146
N 1.5430 1.4315 1.3554
H 1.0841 1.3458 -0.7845
H -3.0278 -0.8734 -0.5582
H 0.8634 -2.5457 -2.9124
*
```

LUMO level: -7.013 eV
Gap between HOMO and LUMO: 0.296 Eh
Highest occupied orbital energy: -15.07 eV

These are the natural (NBO) partial charges, in e, on atoms 1 to 6: -0.015 0.262 0.348 0.203 0.382 -0.608

---

The following is a DFT calculation (wB97M-V/def2-TZVPD) of an isolated ion of composition C6H16N and charge +1 at a distorted geometry.

```
! RIJCOSX wB97M-V def2-TZVPD def2/J DEFGRID3
* xyz 1 1
H -1.8065 -1.5134 1.2149
H -0.3942 2.9199 -1.0100
H -0.5536 1.2049 0.6593
H -0.7343 -3.5705 -0.1608
H 0.7396 3.1643 1.0028
H 0.8456 -2.1060 0.6783
C 0.9442 -0.1330 -0.1981
C 1.2320 2.1929 0.9743
C 0.3966 1.2550 0.1205
C -1.3330 -2.7296 -0.5242
H 0.8964 -0.3829 -1.2552
C -1.2007 -1.4810 0.3006
H 1.2833 1.8046 1.9894
H 0.3273 -0.8501 1.7467
H -1.6790 -0.6138 -0.1713
H 1.9516 -0.0908 0.2389
H 0.7528 1.8989 -1.7973
H -2.3655 -3.0360 -0.6326
H -0.8087 1.5139 -1.7350
H -0.9346 -2.5900 -1.5340
N -0.0648 1.9706 -1.2097
C 0.2718 -1.1775 0.7172
H 2.2334 2.3497 0.5853
*
```

LUMO level: -3.555 eV
SMILES: CCCC[C@@H](C)[NH3+]
Gap between HOMO and LUMO: 0.403 Eh
Highest occupied orbital energy: -14.53 eV

These are the natural (NBO) partial charges, in e, on atoms 1 to 6: 0.221 0.444 0.214 0.220 0.220 0.230

---

The following is a DFT calculation (wB97M-V/def2-TZVPD) of a 3-piece molecular cluster, C6H16N overall at a distorted geometry.

```
! RIJCOSX wB97M-V def2-TZVPD def2/J DEFGRID3
* xyz 1 1
H -3.2656 4.1253 -1.8420
H -1.8837 4.8698 -1.0736
C 1.1912 -0.2924 -0.2678
H -0.4797 -2.3735 0.6386
C -0.1558 -2.4956 -0.4240
H 1.0463 0.6135 1.8461
H -2.3923 5.1149 -2.6792
C 1.2360 -1.3850 2.2869
H 1.3347 -1.8973 -1.7516
H -0.4596 1.3408 -0.8007
C 1.5717 -0.1839 1.2703
H 0.3093 -1.0367 2.6394
H 1.9527 -1.1779 3.0695
H 2.5735 0.1747 1.3831
H 1.9388 0.0546 -1.0229
H -1.1267 -2.8274 -0.9371
C -0.8862 0.4155 -0.4233
H -0.9471 0.0776 0.5971
H 1.0471 -2.2794 1.6857
C 0.8052 -1.5108 -0.8577
H -1.3042 -0.2386 -1.1593
H 0.2158 -3.5616 -0.2861
N -2.3213 4.4733 -1.8913
*
```

LUMO level: -5.968 eV
Gap between HOMO and LUMO: 0.234 Eh
Highest occupied orbital energy: -12.32 eV

These are the natural (NBO) partial charges, in e, on atoms 1 to 6: 0.368 0.375 -0.242 0.239 -0.800 0.232

---

The following is a DFT calculation (wB97M-V/def2-TZVPD) of an isolated ion of composition C6H16N2 and charge -1 at a distorted geometry.

```
! RIJCOSX wB97M-V def2-TZVPD def2/J DEFGRID3
* xyz -1 2
H 1.7732 0.9319 0.2915
H -1.8273 -0.1315 -1.9684
C -0.6848 2.3923 1.3552
H 1.5520 -0.7813 1.0115
H -1.0911 2.6214 0.3894
H 0.2504 2.9751 1.4783
N -0.1215 0.2455 0.0469
C 1.9244 -0.6206 -1.1652
H 0.0499 0.5692 2.2878
H -1.2385 -1.4880 0.7879
H 2.7115 0.0631 -1.4258
H 1.3755 -0.5718 -2.0649
H -1.4243 2.8329 2.0310
H 2.2582 -2.5406 -1.7736
N 2.3351 -2.0949 -0.9216
C -0.9375 -0.8972 -0.2461
H -1.5354 0.4614 1.6284
H 1.7761 -2.5270 -0.2313
C 1.3786 -0.0421 0.1495
H -2.3710 0.6580 -0.5122
H -0.4719 -1.6485 -0.7868
C -0.5346 0.9009 1.4154
H -3.0232 -1.0176 -0.8492
C -2.1238 -0.2908 -0.9275
*
```

LUMO level (alpha / beta): 3.872 / 3.896 eV
Expectation value of S²: 0.75
Gap between HOMO and LUMO (alpha / beta): 0.085 / 0.336 Eh
Highest occupied orbital energy (alpha / beta): 1.56 / -5.24 eV

These are the natural (NBO) partial charges, in e, on atoms 1 to 6: 0.190 0.208 -0.683 0.163 0.216 0.194

---

The following is a DFT calculation (wB97M-V/def2-TZVPD) of an isolated ion of composition C6H16N2 and charge -1 at a distorted geometry.

```
! RIJCOSX wB97M-V def2-TZVPD def2/J DEFGRID3
* xyz -1 2
H -0.1339 -1.0431 -1.2159
H 2.2443 2.6422 -0.9876
H -0.9936 -0.8580 1.7319
N -1.1848 0.7111 0.4272
H 0.7268 -1.6022 0.2800
H -0.7462 -3.4909 -1.2669
N 1.4608 2.3641 -1.5456
C -0.2323 -1.5231 -0.3385
H -2.0230 -2.7640 -0.4437
H 1.6378 0.4347 1.4989
H -0.2078 2.5019 0.3546
H -2.1336 -1.1743 0.3918
C 0.8632 1.1934 1.7791
H -0.8664 -3.5150 0.5419
C 0.8826 1.1277 -1.0262
C 0.1095 1.4207 0.3428
H -1.8991 1.0965 -0.1049
H 1.1435 1.9911 2.3218
H 0.1511 0.6647 2.3385
C -0.9401 -2.8723 -0.4762
C -1.0947 -0.7490 0.5893
H 1.4509 0.2380 -0.9972
H 1.7742 2.4027 -2.5343
H 0.0105 0.8032 -1.6606
*
```

LUMO level (alpha / beta): 3.926 / 3.887 eV
Expectation value of S²: 0.75
Gap between HOMO and LUMO (alpha / beta): 0.095 / 0.322 Eh
Highest occupied orbital energy (alpha / beta): 1.34 / -4.87 eV

These are the natural (NBO) partial charges, in e, on atoms 1 to 6: 0.218 0.336 0.177 -0.676 0.200 0.204

---

The following is a DFT calculation (wB97M-V/def2-TZVPD) of C6H16N2 as an isolated structure at a distorted geometry.

```
! RIJCOSX wB97M-V def2-TZVPD def2/J DEFGRID3
* xyz 0 1
H -0.0266 2.4444 1.2520
H -0.7360 -0.5535 -3.0287
H -2.0466 -0.9526 -0.6838
N -1.3234 -1.5914 -0.3676
H -1.4989 -2.4554 0.1229
H 2.0506 -0.5701 -2.3855
H 0.5311 -1.0343 3.1032
H -0.0422 0.8756 -0.1020
H 1.6052 0.1705 2.3411
H -1.5567 1.8189 0.5274
C -0.6164 1.5652 1.0134
C -0.5337 0.2731 -2.3443
H -1.4842 -0.1619 1.9197
C 1.8034 -0.1046 -1.4299
C 0.3134 -0.1769 -1.1540
H 1.1261 -1.2756 1.4628
H -0.6283 0.9599 3.0599
H 2.3658 -0.6118 -0.6425
H -0.0248 1.0659 -2.8902
H 2.1235 0.9411 -1.4591
H -1.4904 0.6737 -2.0061
C 0.7932 -0.5331 2.1745
N -0.0202 -1.3304 -0.5323
C -0.6838 0.5635 2.0491
*
```

LUMO level: 0.812 eV
Gap between HOMO and LUMO: 0.299 Eh
Highest occupied orbital energy: -7.32 eV

These are the natural (NBO) partial charges, in e, on atoms 1 to 6: 0.207 0.224 0.370 -0.635 0.391 0.210

---

The following is a DFT calculation (wB97M-V/def2-TZVPD) of C6H16N2 as an isolated structure at a distorted geometry.

```
! RIJCOSX wB97M-V def2-TZVPD def2/J DEFGRID3
* xyz 0 1
H 0.4120 1.6585 -1.8959
H -1.7946 -0.6143 0.5912
C -1.7256 1.5741 -1.4958
C 0.2805 1.0312 0.4911
H -0.4985 1.3016 1.2005
C -0.9695 -1.1290 0.0945
H 1.3027 -2.5513 2.4281
N 0.6246 -1.7894 2.4485
C -0.2992 1.8434 -1.0903
N 1.1252 -0.5708 1.8786
H 1.2344 1.5338 0.6348
H 2.2296 -0.1789 -0.9230
H 0.9076 -0.7479 -1.9395
H -0.8193 -2.0556 0.6736
C 1.3325 -0.8022 -0.9330
H -0.1663 2.8814 -0.7761
H 0.3866 -1.6158 3.4243
H -1.8184 0.6461 -2.0655
H -1.2876 -1.4053 -0.9116
H -2.3941 1.5404 -0.6294
C 0.3280 -0.3627 0.1111
H 1.6207 -1.8443 -0.7633
H -2.1089 2.3692 -2.1484
H 2.0978 -0.7122 1.5954
*
```

LUMO level: 0.952 eV
Gap between HOMO and LUMO: 0.321 Eh
Highest occupied orbital energy: -7.79 eV

These are the natural (NBO) partial charges, in e, on atoms 1 to 6: 0.188 0.218 -0.630 -0.368 0.218 -0.682

---

The following is a DFT calculation (wB97M-V/def2-TZVPD) of one molecule with the formula C6H16N2 at a distorted geometry.

```
! RIJCOSX wB97M-V def2-TZVPD def2/J DEFGRID3
* xyz 0 1
N -0.3497 -0.9405 0.3201
H 2.2267 0.5638 -0.8512
H -0.9258 1.8732 -2.3513
H 0.8190 -1.9484 1.7366
H 0.3004 2.4537 -0.2512
H 1.4615 -2.0203 0.1096
C 0.5263 -2.0583 0.6718
C 0.1072 0.4220 0.6381
C -0.8220 1.0417 1.6475
N -0.3163 -3.2784 0.6727
C 1.5632 1.1841 -1.4409
H -0.8308 0.1898 -1.8802
H -0.5588 1.8875 2.3155
H 1.8681 2.1864 -1.7141
H 1.1205 0.3347 1.0755
H -1.9454 1.1723 -1.1827
H 1.3447 0.7133 -2.3979
H 0.3031 -3.9920 0.2983
C 0.2835 1.3978 -0.5226
H -1.1279 -3.0973 0.1062
C -0.8944 1.2021 -1.4876
H -1.7534 1.4388 1.2377
H -1.1968 0.3432 2.4071
H -1.2028 -1.0694 0.8430
*
```

LUMO level: 1.076 eV
SMILES: CC(C)[C@@H](C)NCN
Gap between HOMO and LUMO: 0.363 Eh
Highest occupied orbital energy: -8.81 eV

These are the natural (NBO) partial charges, in e, on atoms 1 to 6: -0.641 0.203 0.204 0.138 0.207 0.167

---

The following is a DFT calculation (wB97M-V/def2-TZVPD) of one molecule with the formula C6H16N2 at a distorted geometry.

```
! RIJCOSX wB97M-V def2-TZVPD def2/J DEFGRID3
* xyz 0 1
H 0.0287 -0.7046 -3.5668
H 2.2520 0.8176 3.5665
H -0.8366 -2.1082 -1.2145
C 1.5913 0.0960 3.0838
H -1.6767 -1.1378 -3.5119
C -1.0765 1.8218 0.3983
H -1.3971 2.4660 -0.4335
H -0.5701 2.4516 1.1264
H -2.0461 1.4810 0.7652
H -2.0366 -0.2079 -0.6694
C -1.0479 -0.0417 -1.1224
H -0.5063 -2.3967 -3.4874
H 2.4138 -0.4016 1.0982
C -0.1541 0.6998 -0.1147
N 0.2613 -0.0744 1.0512
N -0.5436 -1.2638 -1.6729
C 1.6295 0.2087 1.5583
C -0.6897 -1.3918 -3.1140
H 1.8635 1.2007 1.1590
H 0.6473 1.2523 -0.6197
H 1.8527 -0.8877 3.4550
H -1.2792 0.7529 -1.8318
H 0.2764 -1.0397 0.7280
H 0.5672 0.3077 3.3715
*
```

LUMO level: 1.123 eV
SMILES: CCN[C@H](C)CNC
Gap between HOMO and LUMO: 0.361 Eh
Highest occupied orbital energy: -8.71 eV

These are the natural (NBO) partial charges, in e, on atoms 1 to 6: 0.188 0.205 0.364 -0.623 0.163 -0.606

---

The following is a DFT calculation (wB97M-V/def2-TZVPD) of one molecule with the formula C6H16N2 at a distorted geometry.

```
! RIJCOSX wB97M-V def2-TZVPD def2/J DEFGRID3
* xyz 0 1
H 2.8591 -0.5905 0.4420
C 0.8447 0.1026 0.0363
C -0.6629 -0.4158 0.3824
H -1.6715 0.2078 -1.4200
H -1.4347 1.5197 -0.2142
H 0.7992 -0.4723 -2.0575
N -0.9235 -1.7932 0.0778
H 0.5221 1.2562 -1.7824
C -1.6601 0.4535 -0.3565
H -3.7510 0.5900 -0.3738
H -0.8121 -1.9935 -0.9079
N -3.0352 0.1140 0.1656
C 1.8402 -0.9735 0.4864
H -0.3790 -2.4243 0.6494
H 0.4774 2.1903 0.5479
H 1.6450 -1.2804 1.5130
H 0.9845 1.1864 1.9097
C 1.1263 1.3703 0.8461
H -0.8077 -0.2924 1.4623
H 2.1331 0.6039 -1.6286
H 2.1564 1.6934 0.6967
C 1.0808 0.3851 -1.4482
H 1.7977 -1.8503 -0.1576
H -3.1286 0.4129 1.1310
*
```

LUMO level: 0.846 eV
SMILES: CC(C)(C)[C@H](N)CN
Gap between HOMO and LUMO: 0.348 Eh
Highest occupied orbital energy: -8.63 eV

These are the natural (NBO) partial charges, in e, on atoms 1 to 6: 0.207 -0.046 -0.042 0.188 0.174 0.203

---

| no. | DFT total energy (eV) |
| --- | --- |
| 1 | -318898.321 |
| 2 | -7968.713 |
| 3 | -7960.627 |
| 4 | -7964.901 |
| 5 | -7959.732 |
| 6 | -9458.175 |
| 7 | -9457.767 |
| 8 | -9457.426 |
| 9 | -9458.320 |
| 10 | -9460.467 |
| 11 | -9460.686 |
| 12 | -9461.719 |